Entry 1:
{"formula": "C20H20Cl2IrN3O2S3", "method": "the ωB97M-V functional and the def2-TZVPD basis", "elements": ["Ir", "C", "C", "C", "C", "C", "C", "C", "S", "O", "O", "N", "C", "C", "C", "C", "C", "C", "C", "C", "N", "C", "H", "H", "H", "H", "H", "H", "H", "H", "H", "H", "H", "H", "H", "S", "C", "N", "C", "C", "S", "H", "H", "H", "H", "H", "Cl", "C", "Cl", "H", "H"], "coordinates": [[-0.96843, 0.40593, 0.55987], [5.44438, 3.49915, -0.59241], [4.44812, 2.33811, -0.92109], [4.63062, 1.00879, -0.57194], [3.68559, 0.12162, -0.96288], [2.43651, 0.48645, -1.42996], [2.27722, 1.79108, -1.86811], [3.27598, 2.70271, -1.56806], [1.08403, -0.67267, -1.20611], [-0.25347, -0.17592, -1.64101], [1.55706, -1.91636, -1.67315], [0.73078, -0.48453, 0.49427], [1.02356, -1.23201, 1.58173], [2.07220, -2.14642, 1.76295], [2.35017, -2.54035, 3.06370], [1.53244, -2.17033, 4.19436], [0.35077, -1.39547, 4.00944], [-0.61930, -1.08568, 5.01627], [-1.71577, -0.32444, 4.66146], [-1.76248, 0.25143, 3.37853], [-0.94786, -0.13611, 2.40787], [0.15672, -0.90813, 2.68733], [5.43453, 4.15928, -1.42944], [6.44483, 3.12491, -0.45920], [5.13683, 4.01298, 0.36734], [5.51185, 0.65203, -0.04934], [3.91460, -0.92879, -0.73196], [1.45100, 2.07706, -2.55644], [3.22940, 3.74154, -1.83552], [2.67522, -2.37574, 0.89560], [3.31728, -2.99397, 3.15372], [1.92632, -2.35940, 5.19250], [-0.41250, -1.28510, 6.05287], [-2.62486, -0.17588, 5.30724], [-2.45231, 1.07865, 3.15394], [-2.77554, 1.52779, -0.23046], [-2.75860, 1.23269, -1.94475], [-3.35480, 0.19490, -2.53548], [-3.63395, 0.23695, -3.96505], [-3.10340, 1.63354, -4.45400], [-2.25632, 2.41824, -3.03133], [-3.75502, -0.57923, -1.94059], [-4.74414, 0.26189, -4.07403], [-3.22483, -0.61943, -4.57038], [-3.93658, 2.36847, -4.71657], [-2.43622, 1.59356, -5.39484], [-5.10061, -3.08737, -1.95141], [-5.70917, -3.37114, -0.26807], [-6.05372, -2.00394, 0.78565], [-4.88634, -3.95964, 0.20344], [-6.61179, -3.99166, -0.35649]], "forces_ev_per_a": [[-4.1, 3.4, -3.7], [-1.3, -2.2, 0.4], [2.6, 2.6, 2.0], [0.6, -1.0, 0.0], [1.6, -2.6, 1.8], [-1.0, 0.9, -0.3], [-0.7, 1.4, -1.5], [-1.9, 0.1, -1.3], [-2.4, 0.5, 0.5], [2.9, -0.4, -0.5], [0.4, -0.7, 0.2], [3.5, -1.7, -1.3], [0.0, 0.1, 0.0], [-0.5, 0.4, 0.5], [-0.5, 0.8, 0.0], [1.2, 0.1, -0.8], [0.3, 0.0, -0.8], [0.4, 0.7, -0.8], [-1.1, 0.2, 0.2], [-0.5, -0.2, 0.7], [1.4, -0.6, 3.4], [-1.3, -0.6, 1.5], [-0.1, 0.9, -0.4], [0.4, -0.2, 0.2], [0.0, -0.4, -0.9], [0.0, 0.2, -0.2], [-0.4, 0.3, -0.2], [0.3, -0.1, 1.1], [-0.5, 0.3, -0.3], [0.3, -0.3, 0.2], [0.1, -0.6, 0.7], [-0.3, -0.3, -0.2], [-0.2, -0.7, 0.2], [1.5, 0.1, -0.3], [0.0, -0.8, 0.0], [0.0, 0.0, 0.2], [-1.3, -1.4, -1.3], [0.1, -0.5, 2.1], [-0.6, 0.7, -1.1], [-0.2, 0.6, -1.7], [0.4, 0.5, -0.4], [0.4, 1.0, -0.9], [0.8, -0.3, 0.0], [-0.2, 0.8, 1.0], [1.0, -1.2, 0.4], [-0.8, -0.1, 1.8], [-0.3, 0.6, 0.6], [0.7, -1.6, 0.3], [0.2, 0.2, -0.6], [-0.9, 0.5, -0.3], [0.4, 0.4, 0.0]], "homo_energy_ev": [-15.488, -16.925], "multiplicity": 6, "s2": 8.8180, "total_charge": 3, "gap_ev": [5.84, 3.48], "relative_energy_kj_mol": 132.8, "max_force_ha_per_bohr": 0.1262}

Entry 2:
{"formula": "C2H7N3O", "method": "the ωB97M-V functional and the def2-TZVPD basis", "elements": ["N", "C", "N", "N", "C", "O", "H", "H", "H", "H", "H", "H", "H"], "coordinates": [[0.90091, -0.00065, -0.16962], [-0.43272, 0.24750, -0.12087], [1.41903, -0.72062, 0.86512], [-0.23893, 1.41108, 0.99958], [-1.59511, 0.28245, -0.74785], [0.58279, -1.16358, -1.41798], [-0.02924, -1.20860, -2.16784], [0.97751, -1.63367, 0.97324], [2.41945, -0.81366, 0.74379], [0.66779, 1.84393, 1.12962], [-0.54257, 1.11618, 1.91908], [-1.71669, -0.17908, -1.71126], [-2.41220, 0.81871, -0.29501]], "forces_ev_per_a": [[-0.2, -2.8, -3.0], [0.2, 6.0, 4.8], [-0.3, -0.2, -1.3], [-2.5, -0.8, -0.3], [0.7, -0.8, -0.4], [2.5, -2.1, 0.6], [-0.1, 1.4, 0.3], [-0.1, 0.2, 0.0], [-0.1, 0.0, -0.1], [0.1, -0.6, -0.7], [-0.1, -0.2, -0.1], [-0.4, -0.5, 0.2], [0.2, 0.3, -0.1]], "homo_energy_ev": -8.726, "multiplicity": 1, "gap_ev": 9.36, "relative_energy_kj_mol": 665.9, "max_force_ha_per_bohr": 0.1497}

Entry 3:
{"formula": "C35H91N15O10", "method": "the ωB97M-V functional and the def2-TZVPD basis", "elements": ["C", "C", "C", "C", "C", "C", "C", "C", "C", "N", "O", "H", "H", "H", "H", "H", "H", "H", "H", "H", "H", "H", "H", "H", "H", "H", "H", "H", "H", "H", "C", "C", "C", "C", "C", "C", "C", "C", "C", "N", "O", "H", "H", "H", "H", "H", "H", "H", "H", "H", "H", "H", "H", "H", "H", "H", "H", "H", "H", "H", "C", "O", "C", "C", "C", "N", "H", "H", "H", "H", "H", "H", "H", "H", "H", "H", "H", "C", "O", "C", "C", "C", "N", "H", "H", "H", "H", "H", "H", "H", "H", "H", "H", "H", "C", "O", "C", "C", "C", "N", "H", "H", "H", "H", "H", "H", "H", "H", "H", "H", "H", "N", "C", "N", "O", "H", "H", "H", "H", "N", "C", "N", "O", "H", "H", "H", "H", "N", "C", "N", "O", "H", "H", "H", "H", "N", "C", "N", "O", "H", "H", "H", "H", "N", "C", "N", "O", "H", "H", "H", "H"], "coordinates": [[-0.92097, -1.12871, -0.79641], [0.01445, -0.24636, 0.11090], [1.26841, -1.14901, 0.62241], [0.50640, 0.89866, -0.77550], [-0.55863, 2.06137, -0.92429], [-1.21861, 2.55430, 0.37863], [-1.61901, 1.39934, 1.21004], [-1.86486, 2.00051, 2.65518], [-2.96314, 0.67530, 0.84393], [-0.54988, 0.38669, 1.29451], [-0.69735, -0.47767, 2.38135], [-1.30860, -2.00538, -0.27748], [-1.75799, -0.54009, -1.17193], [-0.39482, -1.54032, -1.65771], [1.78647, -0.78762, 1.51073], [1.07301, -2.19979, 0.83636], [1.90656, -1.53520, -0.17240], [1.45252, 1.21944, -0.33953], [0.83282, 0.61321, -1.77553], [-0.18811, 2.92119, -1.48242], [-1.42640, 1.72149, -1.48957], [-2.03498, 3.25006, 0.18481], [-0.35629, 3.04815, 0.82655], [-1.04854, 2.41803, 3.24459], [-2.47443, 1.33650, 3.26807], [-2.50198, 2.88464, 2.67709], [-3.13327, -0.32900, 1.23192], [-3.16006, 0.64348, -0.22766], [-3.76054, 1.32311, 1.20806], [-1.24484, -1.20132, 2.06802], [-2.25864, 3.22988, 8.17538], [-1.84957, 1.70314, 8.03554], [-0.59958, 1.51926, 7.13346], [-1.61485, 1.09629, 9.40138], [-1.59030, -0.44984, 9.51091], [-2.77268, -1.10579, 8.76356], [-3.03956, -0.46443, 7.30563], [-2.00546, -1.10442, 6.33720], [-4.51641, -1.07023, 6.95380], [-3.02868, 1.02845, 7.39229], [-3.24462, 1.59005, 6.16220], [-3.23989, 3.52967, 7.80743], [-2.19847, 3.80613, 9.09864], [-1.63851, 3.77726, 7.46551], [-0.29947, 0.48060, 7.27212], [-0.73405, 1.75748, 6.07834], [0.26135, 1.97677, 7.62089], [-0.70745, 1.51217, 9.83928], [-2.30259, 1.47449, 10.15774], [-0.74297, -0.92600, 9.01756], [-1.54305, -0.79387, 10.54411], [-3.66512, -1.39137, 9.32042], [-2.45513, -2.14849, 8.75795], [-1.55123, -0.52004, 5.53702], [-2.37202, -1.97188, 5.78834], [-1.14313, -1.49858, 6.87490], [-5.23474, -0.71440, 7.69238], [-4.52330, -2.15860, 7.01293], [-4.66022, -0.84256, 5.89759], [-2.40492, 1.36228, 5.75648], [2.21005, 4.12609, -1.78833], [1.63371, 5.14556, -2.59481], [1.89484, 5.10679, -4.02709], [3.20492, 5.80397, -4.36753], [3.13857, 7.36383, -4.30649], [3.72706, 5.46710, -5.66847], [1.79133, 4.14950, -0.78224], [3.27204, 4.24453, -1.57331], [1.90910, 3.14553, -2.15717], [1.87877, 4.05518, -4.31334], [1.07192, 5.67109, -4.46583], [3.91760, 5.50455, -3.59908], [4.03479, 7.98391, -4.32586], [2.77136, 7.65747, -3.32311], [2.52358, 7.85896, -5.05798], [4.02569, 4.50479, -5.59870], [4.39622, 6.06236, -6.13536], [1.56090, 0.05095, -4.76745], [2.36265, 0.69431, -5.83325], [1.67071, 1.19298, -6.96180], [2.84002, 1.59605, -7.92291], [2.37395, 2.27257, -9.23797], [3.45304, 0.36155, -8.17258], [0.92621, 0.79391, -4.28446], [2.12852, -0.27292, -3.89508], [0.95351, -0.74791, -5.19288], [0.90617, 0.52205, -7.35348], [1.21155, 2.14695, -6.70255], [3.54833, 2.28076, -7.45645], [3.19341, 2.27936, -9.95667], [2.11135, 3.32957, -9.19451], [1.66257, 1.75926, -9.88492], [3.03462, -0.18768, -8.90971], [3.30227, -0.29705, -7.42184], [2.46961, -2.92488, -2.25811], [2.56727, -4.36243, -2.08540], [3.71078, -4.86599, -2.76654], [3.61925, -6.44272, -2.85525], [3.25863, -7.14928, -1.58864], [4.97934, -6.89456, -3.15516], [2.67081, -2.67565, -3.29999], [3.24165, -2.38101, -1.71379], [1.43952, -2.60382, -2.10339], [3.88663, -4.64342, -3.81899], [4.61196, -4.59216, -2.21792], [2.92219, -6.72613, -3.64384], [2.32662, -6.84625, -1.11152], [4.10146, -7.11563, -0.89828], [3.09701, -8.20357, -1.81324], [4.91475, -7.79638, -2.70498], [5.54894, -6.24872, -2.62739], [-1.48355, 2.56488, -4.19447], [-1.37473, 2.61457, -5.49142], [-1.67208, 1.48479, -6.05178], [-0.89478, 3.55411, -6.03224], [-1.85909, 1.66990, -3.91507], [-1.23125, 3.39696, -3.68057], [-1.65260, 1.29038, -7.04270], [-2.15663, 0.74595, -5.56246], [1.06004, -3.36491, 3.09330], [-0.16074, -3.65487, 3.27765], [-0.45576, -4.01944, 4.48081], [-1.02026, -3.48569, 2.43248], [1.16567, -2.82846, 2.24409], [1.79218, -3.80380, 3.63315], [-1.33552, -4.50846, 4.39729], [0.32004, -4.26844, 5.07768], [-3.63195, -4.17653, 1.18736], [-3.68216, -4.07471, -0.14972], [-4.87706, -3.73084, -0.63256], [-2.72315, -4.19099, -0.83853], [-2.77747, -4.00076, 1.69635], [-4.53910, -4.32146, 1.60707], [-5.71876, -3.86250, -0.09006], [-4.85117, -3.62405, -1.63656], [-2.33483, -2.29451, -5.62386], [-2.39689, -1.84389, -4.41809], [-2.97270, -2.61569, -3.57843], [-1.90716, -0.76158, -4.06212], [-2.85952, -3.13276, -5.82914], [-1.68385, -1.83140, -6.24179], [-3.03787, -2.28241, -2.62724], [-2.92276, -3.58133, -3.87023], [1.68590, 2.19033, 2.62908], [2.15722, 1.71977, 3.73578], [1.31274, 0.96844, 4.33769], [3.14279, 2.13481, 4.22072], [2.19982, 2.99870, 2.30892], [1.24200, 1.55787, 1.97866], [0.60248, 0.66816, 3.68541], [1.54270, 0.64809, 5.26753]], "forces_ev_per_a": [[0.0, -0.1, 1.0], [0.9, -1.7, -0.7], [-1.0, -0.5, -0.8], [-0.1, 1.5, 0.2], [-0.8, -0.6, -0.3], [2.3, -0.3, -1.6], [-1.6, -1.4, 2.9], [-0.8, -0.1, 0.3], [-0.4, 1.6, -0.7], [1.3, 1.3, 0.0], [-0.2, 0.0, -0.1], [-0.1, 0.0, 0.2], [0.2, -0.1, -0.1], [0.2, 0.3, 0.0], [0.2, 0.5, -0.4], [-1.6, 0.1, 0.4], [0.6, 1.6, -0.5], [0.0, 0.7, 0.3], [-0.4, -0.5, -0.1], [0.3, -0.2, 0.0], [0.3, -0.5, -0.6], [0.1, -0.1, 0.1], [-0.5, 0.5, 0.9], [0.8, -0.7, -0.4], [0.4, -0.4, 0.1], [-0.3, 0.2, -1.0], [0.4, 0.1, 0.3], [0.3, -0.1, -0.1], [-0.2, -0.2, 0.2], [-0.4, -0.7, 0.2], [0.4, 0.5, -1.3], [-1.2, 0.6, -0.4], [0.2, -0.7, 1.7], [0.4, -0.6, 1.4], [-0.8, 0.4, -0.8], [0.5, 0.0, -0.2], [-0.9, -2.2, 1.4], [0.5, -0.4, -0.3], [2.2, 1.1, -0.2], [-0.6, -1.4, 2.6], [0.1, -0.1, -0.9], [-0.3, -1.0, 0.0], [0.5, -0.9, 0.6], [0.4, 0.2, 0.1], [-0.2, -0.2, -0.6], [0.4, 0.3, 0.2], [-0.1, 0.9, -0.5], [0.6, -0.1, -0.4], [-0.8, -0.1, -0.4], [0.5, 0.5, 0.1], [-0.1, 0.2, 0.1], [-0.6, 1.6, 0.3], [0.4, -0.3, -1.4], [-0.3, 0.6, 0.0], [-0.5, -0.1, 0.2], [0.1, 0.1, 0.2], [-0.2, 0.4, -0.6], [0.5, -0.1, 0.2], [-0.8, 0.4, 0.2], [0.1, 0.3, -1.4], [-0.5, 0.2, 0.0], [0.2, 0.2, 0.0], [-0.2, 0.3, 1.1], [1.4, 2.3, -0.1], [-0.7, 0.2, 1.1], [-0.9, -1.5, -0.4], [-0.5, 0.5, 0.0], [0.3, -0.2, -0.7], [0.6, -0.3, -0.3], [0.1, 0.0, -0.5], [-0.1, -0.4, -0.2], [0.1, 0.0, 0.4], [0.8, -0.9, -0.3], [-0.6, -0.1, 0.1], [-0.4, -0.6, -0.1], [0.4, 0.0, -0.7], [0.0, 0.0, 0.6], [0.0, 1.6, -1.1], [-0.4, -1.6, 2.1], [0.8, 3.0, 0.7], [-2.9, -0.2, -0.6], [0.8, 0.0, -0.7], [2.1, -2.7, -1.3], [-0.6, 0.2, -0.5], [0.9, -0.4, -0.7], [0.0, -0.1, 0.1], [0.3, -0.3, -0.4], [-0.7, 0.0, 0.3], [-0.2, 0.0, 0.4], [0.7, 0.0, 0.3], [-0.3, -0.1, 0.6], [-0.7, -0.4, 0.8], [-0.1, 0.6, -0.8], [0.5, 0.4, 0.7], [0.1, -1.0, -1.1], [0.3, 1.3, -1.1], [-0.6, -2.4, 0.5], [0.3, 1.7, 0.5], [-1.1, -0.3, 0.8], [-0.7, 0.0, -1.0], [0.0, -0.1, -0.3], [-0.2, 0.0, 0.6], [0.2, -0.1, 0.6], [-0.6, 1.1, -0.1], [0.2, 0.1, 0.2], [0.0, 0.2, -0.2], [0.1, 0.4, 0.1], [-0.2, 0.3, 0.3], [0.1, -0.2, -0.1], [1.4, -0.3, -0.2], [0.7, -0.6, 0.2], [-0.9, -0.5, 2.9], [1.2, 0.9, 0.1], [-1.8, -4.6, -3.0], [1.2, 3.2, -2.5], [0.2, 0.5, 1.5], [-0.3, -0.6, 0.3], [0.2, 0.9, 0.2], [0.3, 0.1, 0.4], [4.7, 1.2, -1.5], [-2.1, 0.7, -1.0], [-1.6, -1.8, 3.0], [-1.6, 0.3, -1.5], [1.0, -0.3, 0.3], [0.1, 0.6, -0.4], [0.1, -0.4, 1.3], [-0.7, -0.4, 0.3], [-1.1, -0.5, 1.0], [-0.1, 0.3, 1.9], [-1.6, 0.3, -1.1], [2.6, 0.0, -2.4], [0.1, -0.3, 0.1], [0.6, 0.3, 0.7], [0.1, 0.3, -0.6], [-0.8, -0.2, 0.2], [0.4, -1.0, -3.8], [2.0, 4.2, 1.5], [-2.2, -2.8, 2.4], [0.0, 0.7, -0.4], [0.5, 0.3, -0.7], [-0.4, -0.5, -0.2], [0.2, -0.7, 0.0], [-0.4, -0.2, 1.3], [-1.0, 2.1, -5.0], [0.4, 1.0, 0.9], [-2.6, -3.3, 1.8], [4.7, 1.6, 2.4], [0.0, -0.5, -0.5], [-0.4, 0.4, -0.3], [-0.7, -0.9, 1.2], [-0.4, -0.5, -0.5]], "homo_energy_ev": -8.441, "multiplicity": 1, "gap_ev": 8.52, "relative_energy_kj_mol": 655.1, "max_force_ha_per_bohr": 0.1126, "smiles": "CC1(C)CCCC(C)(C)N1O.CC1(C)CCCC(C)(C)N1O.COC[C@H](C)N.COC[C@H](C)N.COC[C@H](C)N.NC(N)=O.NC(N)=O.NC(N)=O.NC(N)=O.NC(N)=O"}

Entry 4:
{"formula": "C5H11N", "method": "the ωB97M-V functional and the def2-TZVPD basis", "elements": ["C", "C", "C", "C", "C", "N", "H", "H", "H", "H", "H", "H", "H", "H", "H", "H", "H"], "coordinates": [[2.27646, -0.52023, -0.46076], [1.22295, 0.58021, -0.54547], [0.28574, 0.59100, 0.58753], [-0.99710, 0.17409, 0.28272], [-2.14362, 0.17073, 1.23103], [-1.21993, -0.57025, -0.94694], [3.10442, -0.39960, 0.34771], [2.70327, -0.89357, -1.42504], [2.01203, -1.42346, 0.17680], [1.64657, 1.64382, -0.82580], [0.70549, 0.42571, -1.53560], [0.70319, 1.10993, 1.48994], [-2.39531, -0.86084, 1.36867], [-3.05177, 0.58126, 0.82341], [-1.94477, 0.67473, 2.20179], [-0.76026, -0.32024, -1.80496], [-2.14736, -0.96331, -0.96503]], "forces_ev_per_a": [[2.1, -1.7, 2.4], [1.3, 1.0, -2.7], [-1.9, 0.7, -0.5], [2.6, -0.2, -0.2], [0.2, 0.2, 0.5], [-0.6, 0.7, 2.3], [-0.5, 1.2, -1.8], [-0.2, 0.5, 0.9], [-1.2, 0.5, -1.5], [-0.2, -1.9, 1.2], [0.4, 0.0, 1.1], [-1.3, -0.6, -0.6], [-0.2, -0.8, 0.7], [-0.2, 0.6, -0.4], [0.1, -0.5, -0.7], [-0.4, -0.1, 0.2], [0.1, 0.2, -0.6]], "homo_energy_ev": -7.823, "multiplicity": 1, "gap_ev": 8.91, "relative_energy_kj_mol": 171.8, "max_force_ha_per_bohr": 0.0698, "smiles": "CC/C=C(/C)N"}